Entry 1:
DFT (the ωB97M-V functional and the def2-TZVPD basis) results for a molecular structure, C33H29MoN13S at a distorted geometry.

```
! wB97M-V def2-TZVPD RIJCOSX def2/J DEFGRID3
* xyz 0 1
Mo 0.757 1.600 0.718
C -2.696 -4.060 -1.889
C -3.258 -3.818 -0.515
C -4.254 -4.632 0.010
C -4.779 -4.412 1.274
C -4.290 -3.372 2.046
C -3.283 -2.557 1.552
C -2.779 -2.764 0.269
N -1.741 -1.966 -0.273
C -1.415 -0.687 0.103
N -2.453 0.091 0.405
C -2.484 1.407 0.879
C -1.314 2.188 1.010
C -1.559 3.459 1.568
C -2.811 3.918 1.932
C -3.922 3.117 1.739
C -3.775 1.851 1.203
C -4.993 0.985 0.978
N -0.172 -0.270 0.078
C 0.737 -1.279 -0.409
C 1.292 -2.200 0.478
C 2.193 -3.147 0.032
C 2.526 -3.196 -1.314
C 1.908 -2.339 -2.206
C 0.984 -1.388 -1.780
C 0.221 -0.572 -2.789
H -3.261 -4.835 -2.402
H -1.652 -4.383 -1.841
H -2.732 -3.149 -2.491
H -4.629 -5.453 -0.590
H -5.559 -5.056 1.656
H -4.676 -3.199 3.042
H -2.869 -1.776 2.176
H -0.983 -2.476 -0.703
H -3.350 -0.360 0.327
H -0.732 4.136 1.705
H -2.914 4.909 2.356
H -4.910 3.471 2.011
H -5.890 1.542 1.243
H -4.978 0.078 1.589
H -5.092 0.694 -0.072
H 1.020 -2.150 1.525
H 2.637 -3.840 0.735
H 3.257 -3.913 -1.668
H 2.135 -2.405 -3.264
H 0.839 -0.349 -3.657
H -0.133 0.365 -2.367
H -0.654 -1.132 -3.134
S 4.925 -0.870 1.716
C 3.779 -0.715 3.087
C 2.502 -0.327 3.209
C 1.835 0.363 2.098
C 2.547 0.438 0.874
C 3.222 1.287 -1.021
C 3.790 1.172 -2.398
C 3.194 1.788 -3.427
C 1.949 2.492 -3.254
C 1.322 2.382 -2.063
N 1.837 1.704 -1.001
H 4.297 -1.125 3.949
H 1.989 -0.446 4.156
H 4.714 0.615 -2.486
H 3.641 1.749 -4.413
H 1.492 3.036 -4.066
H 0.332 2.800 -1.895
N 4.040 3.531 -0.154
C 4.167 2.171 -0.160
N 5.051 1.493 0.458
N 4.721 0.129 0.324
N 3.351 0.039 -0.207
N 2.626 1.540 1.619
C 2.884 4.180 0.313
N 2.967 5.480 0.515
N 1.787 5.841 1.021
N 1.012 4.826 1.101
N 1.656 3.715 0.672
H 4.862 4.032 0.156
*
```

Calculated values
Highest occupied orbital energy (alpha / beta) in eV: -7.7 / -7.7
Kohn-Sham gap (alpha / beta) in eV: 6.362 / 6.357
M in g mol⁻¹: 735.7

These are the Mulliken partial charges, in e, on atoms 1 to 8:
1 Mo -1.106
2 C -1.394
3 C 0.581
4 C -0.743
5 C -0.702
6 C -0.975
7 C 0.042
8 C 0.192

---

Entry 2:
DFT (the ωB97M-V functional and the def2-TZVPD basis) results for a molecular structure, C33H29N2PPtS4.

```
! wB97M-V def2-TZVPD RIJCOSX def2/J DEFGRID3
* xyz 0 5
Pt 0.288 -1.426 -1.236
C 2.235 1.668 0.448
C 1.085 2.563 0.783
C 1.321 3.818 1.344
C 0.286 4.681 1.659
C -1.026 4.301 1.419
C -1.279 3.059 0.862
C -0.236 2.184 0.538
P -0.734 0.540 -0.114
C -2.142 0.995 -1.181
C -3.416 0.488 -0.934
C -4.465 0.751 -1.802
C -4.242 1.527 -2.928
C -2.976 2.037 -3.175
C -1.910 1.785 -2.320
C -0.556 2.360 -2.634
C -1.455 -0.302 1.315
C -1.698 0.288 2.552
C -2.285 -0.455 3.563
C -2.643 -1.777 3.328
C -2.396 -2.361 2.097
C -1.779 -1.641 1.078
C -1.491 -2.244 -0.262
H 3.183 2.191 0.559
H 2.164 1.314 -0.580
H 2.250 0.788 1.091
H 2.345 4.118 1.527
H 0.503 5.649 2.092
H -1.846 4.963 1.661
H -2.303 2.763 0.676
H -3.590 -0.114 -0.051
H -5.448 0.348 -1.598
H -5.051 1.737 -3.615
H -2.805 2.643 -4.057
H -0.500 2.650 -3.682
H 0.249 1.646 -2.440
H -0.353 3.243 -2.025
H -1.417 1.318 2.732
H -2.454 -0.008 4.534
H -3.101 -2.361 4.117
H -2.658 -3.399 1.926
H -2.359 -2.095 -0.913
H -1.362 -3.324 -0.185
S -1.003 -1.180 -3.110
S -0.713 -2.612 -4.429
S 0.920 -3.931 -3.845
S 1.380 -3.637 -1.995
C 1.164 -3.206 4.216
C 0.498 -3.791 3.151
C 0.681 -3.322 1.860
C 1.528 -2.244 1.611
C 2.220 -1.674 2.684
C 2.034 -2.150 3.969
N 1.718 -1.763 0.303
N 2.987 -1.454 0.030
C 3.157 -0.897 -1.200
C 4.446 -0.521 -1.617
C 4.628 0.069 -2.851
C 3.542 0.287 -3.695
C 2.264 -0.099 -3.293
C 2.050 -0.678 -2.051
H 1.019 -3.573 5.223
H -0.166 -4.630 3.321
H 0.181 -3.804 1.031
H 2.929 -0.882 2.486
H 2.580 -1.695 4.786
H 5.279 -0.705 -0.951
H 5.623 0.361 -3.165
H 3.686 0.750 -4.663
H 1.434 0.072 -3.971
*
```

Calculated values
Highest occupied orbital energy (alpha / beta) in eV: -5.8 / -7.7
Kohn-Sham gap (alpha / beta) in eV: 5.283 / 4.926
M in g mol⁻¹: 807.9

These are the Mulliken partial charges, in e, on atoms 1 to 8:
1 Pt 0.985
2 C -0.398
3 C 0.393
4 C -0.851
5 C -0.814
6 C -0.839
7 C -0.785
8 C 0.294

---

Entry 3:
DFT (the ωB97M-V functional and the def2-TZVPD basis) results for a molecular structure, C33H30BIN16OOs.

```
! wB97M-V def2-TZVPD RIJCOSX def2/J DEFGRID3
* xyz 3 2
Os 2.043 -0.944 -0.203
C 5.266 -0.302 2.569
C 4.334 -1.106 1.934
N 3.556 -0.371 1.126
N 3.999 0.914 1.222
C 5.017 0.970 2.096
B 3.138 2.011 0.564
N 1.661 1.757 1.031
C 0.860 2.440 1.851
C -0.373 1.806 1.902
C -0.238 0.711 1.066
N 0.998 0.685 0.544
N 3.085 1.760 -0.981
C 3.358 2.627 -1.964
C 3.061 2.027 -3.175
C 2.592 0.768 -2.839
N 2.604 0.617 -1.505
N 3.577 3.402 0.833
C 2.892 4.571 0.615
C 3.781 5.601 0.723
C 5.020 4.973 0.988
N 4.899 3.667 1.037
H 6.022 -0.600 3.273
H 4.185 -2.168 2.022
H 5.495 1.914 2.295
H 1.214 3.327 2.350
H -1.239 2.112 2.461
H -0.958 -0.046 0.800
H 3.754 3.603 -1.737
H 3.182 2.445 -4.159
H 2.289 -0.034 -3.491
H 1.838 4.581 0.387
H 3.581 6.653 0.608
H 5.986 5.429 1.143
C -1.711 -3.409 3.237
N -0.517 -2.760 2.684
C -0.113 -2.640 1.428
N 1.023 -1.943 1.395
C 1.253 -1.649 2.718
N 0.341 -2.131 3.513
C -2.930 -2.511 3.241
C -3.662 -2.324 4.423
C -4.816 -1.547 4.453
C -5.260 -0.924 3.305
C -4.528 -1.095 2.116
C -3.371 -1.899 2.092
C -4.950 -0.465 0.922
N -5.986 0.366 0.716
N -5.957 0.730 -0.544
C -4.908 0.119 -1.119
O -4.255 -0.643 -0.217
C -4.434 0.192 -2.449
C -5.012 1.077 -3.378
C -4.481 1.138 -4.651
C -3.394 0.340 -4.998
C -2.819 -0.550 -4.080
C -1.684 -1.469 -4.474
N -0.786 -1.744 -3.346
C -0.067 -0.909 -2.601
N 0.531 -1.590 -1.625
C 0.125 -2.880 -1.851
N -0.668 -3.002 -2.879
C -3.349 -0.626 -2.815
H -1.446 -3.691 4.253
H -1.889 -4.322 2.669
H -0.623 -3.084 0.591
H 2.099 -1.084 3.067
H -3.323 -2.797 5.337
H -5.361 -1.432 5.379
H -6.155 -0.314 3.305
H -2.843 -2.028 1.155
H -5.850 1.697 -3.085
H -4.907 1.809 -5.383
H -3.000 0.398 -6.006
H -1.110 -1.092 -5.318
H -2.081 -2.446 -4.750
H -0.025 0.158 -2.751
H 0.449 -3.726 -1.270
H -2.953 -1.331 -2.096
I 3.410 -3.432 -0.514
C 3.580 -1.576 -1.433
H 3.386 -1.640 -2.498
H 4.546 -1.113 -1.255
*
```

Calculated values
Highest occupied orbital energy (alpha / beta) in eV: -15.6 / -15.6
Kohn-Sham gap (alpha / beta) in eV: 6.799 / 4.131
M in g mol⁻¹: 994.7

These are the Mulliken partial charges, in e, on atoms 1 to 8:
1 Os 1.163
2 C -1.316
3 C -0.238
4 N 0.123
5 N 0.358
6 C -0.154
7 B 0.488
8 N 0.491

---

Please write out number 1 again, unchanged.
DFT (the ωB97M-V functional and the def2-TZVPD basis) results for a molecular structure, C33H29MoN13S at a distorted geometry.

```
! wB97M-V def2-TZVPD RIJCOSX def2/J DEFGRID3
* xyz 0 1
Mo 0.757 1.600 0.718
C -2.696 -4.060 -1.889
C -3.258 -3.818 -0.515
C -4.254 -4.632 0.010
C -4.779 -4.412 1.274
C -4.290 -3.372 2.046
C -3.283 -2.557 1.552
C -2.779 -2.764 0.269
N -1.741 -1.966 -0.273
C -1.415 -0.687 0.103
N -2.453 0.091 0.405
C -2.484 1.407 0.879
C -1.314 2.188 1.010
C -1.559 3.459 1.568
C -2.811 3.918 1.932
C -3.922 3.117 1.739
C -3.775 1.851 1.203
C -4.993 0.985 0.978
N -0.172 -0.270 0.078
C 0.737 -1.279 -0.409
C 1.292 -2.200 0.478
C 2.193 -3.147 0.032
C 2.526 -3.196 -1.314
C 1.908 -2.339 -2.206
C 0.984 -1.388 -1.780
C 0.221 -0.572 -2.789
H -3.261 -4.835 -2.402
H -1.652 -4.383 -1.841
H -2.732 -3.149 -2.491
H -4.629 -5.453 -0.590
H -5.559 -5.056 1.656
H -4.676 -3.199 3.042
H -2.869 -1.776 2.176
H -0.983 -2.476 -0.703
H -3.350 -0.360 0.327
H -0.732 4.136 1.705
H -2.914 4.909 2.356
H -4.910 3.471 2.011
H -5.890 1.542 1.243
H -4.978 0.078 1.589
H -5.092 0.694 -0.072
H 1.020 -2.150 1.525
H 2.637 -3.840 0.735
H 3.257 -3.913 -1.668
H 2.135 -2.405 -3.264
H 0.839 -0.349 -3.657
H -0.133 0.365 -2.367
H -0.654 -1.132 -3.134
S 4.925 -0.870 1.716
C 3.779 -0.715 3.087
C 2.502 -0.327 3.209
C 1.835 0.363 2.098
C 2.547 0.438 0.874
C 3.222 1.287 -1.021
C 3.790 1.172 -2.398
C 3.194 1.788 -3.427
C 1.949 2.492 -3.254
C 1.322 2.382 -2.063
N 1.837 1.704 -1.001
H 4.297 -1.125 3.949
H 1.989 -0.446 4.156
H 4.714 0.615 -2.486
H 3.641 1.749 -4.413
H 1.492 3.036 -4.066
H 0.332 2.800 -1.895
N 4.040 3.531 -0.154
C 4.167 2.171 -0.160
N 5.051 1.493 0.458
N 4.721 0.129 0.324
N 3.351 0.039 -0.207
N 2.626 1.540 1.619
C 2.884 4.180 0.313
N 2.967 5.480 0.515
N 1.787 5.841 1.021
N 1.012 4.826 1.101
N 1.656 3.715 0.672
H 4.862 4.032 0.156
*
```

Calculated values
Highest occupied orbital energy (alpha / beta) in eV: -7.7 / -7.7
Kohn-Sham gap (alpha / beta) in eV: 6.362 / 6.357
M in g mol⁻¹: 735.7

These are the Mulliken partial charges, in e, on atoms 1 to 8:
1 Mo -1.106
2 C -1.394
3 C 0.581
4 C -0.743
5 C -0.702
6 C -0.975
7 C 0.042
8 C 0.192

---

Among the records above, which one has the highest M? C33H30BIN16OOs

---

Which formula does entry 2 have? C33H29N2PPtS4